# 1
{
  "formula": "C48H114CrFN7O13Y",
  "method": "ωB97M-V with the def2-TZVPD basis set",
  "multiplicity": 6,
  "homo_ev": [-3.20, -6.00],
  "total_energy_ev": -120847.9900,
  "symbols": ["Cr", "Y", "C", "C", "C", "C", "C", "C", "N", "O", "C", "C", "C", "H", "H", "H", "H", "H", "H", "H", "H", "H", "H", "H", "H", "H", "H", "H", "H", "H", "H", "C", "C", "C", "C", "C", "C", "N", "O", "C", "C", "C", "H", "H", "H", "H", "H", "H", "H", "H", "H", "H", "H", "H", "H", "H", "H", "H", "H", "H", "C", "C", "O", "O", "H", "H", "H", "F", "C", "C", "C", "O", "C", "N", "H", "H", "H", "H", "H", "H", "H", "H", "H", "H", "H", "C", "C", "C", "O", "C", "N", "H", "H", "H", "H", "H", "H", "H", "H", "H", "H", "H", "C", "C", "C", "O", "C", "N", "H", "H", "H", "H", "H", "H", "H", "H", "H", "H", "H", "C", "O", "C", "C", "N", "C", "C", "O", "C", "H", "H", "H", "H", "H", "H", "H", "H", "H", "H", "H", "H", "H", "H", "H", "C", "O", "C", "C", "N", "C", "C", "O", "C", "H", "H", "H", "H", "H", "H", "H", "H", "H", "H", "H", "H", "H", "H", "H", "C", "C", "O", "H", "H", "H", "H", "H", "H", "C", "C", "O", "H", "H", "H", "H", "H", "H"],
  "xyz": [[1.3132, -0.9492, 3.2361], [0.6265, -2.5966, -0.6302], [-1.0304, 2.1336, 4.8097], [-0.1371, 2.0929, 6.1125], [-1.2277, 2.2723, 7.1693], [-0.7295, 1.7859, 8.5954], [0.7833, 1.4549, 8.7092], [1.2428, 0.5402, 7.5433], [0.6648, 0.8684, 6.2355], [1.2433, 0.3248, 5.0401], [0.9117, -0.9330, 8.0236], [2.7668, 0.5752, 7.5287], [0.9022, 3.3014, 6.0978], [-0.4728, 2.2346, 3.8786], [-1.7062, 2.9777, 4.9469], [-1.6172, 1.2286, 4.6521], [-2.1736, 1.7665, 6.9757], [-1.5105, 3.3241, 7.2131], [-1.2912, 0.8846, 8.8409], [-1.0668, 2.6205, 9.2100], [0.8795, 0.9265, 9.6577], [1.4020, 2.3484, 8.7928], [-0.1498, -1.0589, 8.2369], [1.4275, -1.3379, 8.8943], [1.2321, -1.6066, 7.2288], [3.1904, -0.0497, 6.7425], [3.1045, 0.0865, 8.4426], [3.2058, 1.5665, 7.4152], [0.6834, 4.0950, 5.3833], [1.9494, 2.9994, 6.1090], [0.8789, 3.8344, 7.0483], [-2.5564, -0.5752, -2.5730], [-2.6117, -1.7926, -3.5478], [-3.1236, -1.3176, -4.9749], [-3.0062, -2.2856, -6.1896], [-1.4680, -2.6497, -6.3301], [-0.9864, -3.3122, -5.0013], [-1.2595, -2.4058, -3.7804], [-0.8183, -3.0382, -2.5538], [0.5921, -3.4116, -5.1954], [-1.6224, -4.7779, -4.9565], [-3.7787, -2.8051, -3.1086], [-2.6641, -0.7426, -1.5013], [-3.3684, 0.1204, -2.7849], [-1.6098, -0.0361, -2.6113], [-2.6333, -0.3626, -5.1639], [-4.1724, -1.0589, -4.8292], [-3.2877, -1.8218, -7.1350], [-3.6050, -3.1926, -6.1073], [-0.9810, -1.7016, -6.5582], [-1.2917, -3.3348, -7.1593], [1.1101, -2.4592, -5.0824], [0.8771, -3.7138, -6.2031], [1.0544, -4.1091, -4.4970], [-2.6736, -4.9074, -5.2139], [-1.5309, -5.2647, -3.9855], [-1.0383, -5.4119, -5.6234], [-4.6761, -2.2981, -2.7540], [-3.4791, -3.4777, -2.3049], [-4.0903, -3.4886, -3.8985], [-0.6040, 1.8687, 0.1117], [-0.2123, 0.4793, 0.7095], [-0.1459, -0.4043, -0.1529], [0.1511, 0.3317, 1.8802], [-0.2538, 1.9733, -0.9152], [-0.1641, 2.6455, 0.7372], [-1.6779, 1.9909, -0.0297], [1.3487, -2.3937, 1.5158], [1.6522, -4.6061, 5.4023], [1.3209, -3.5635, 4.3963], [-0.0852, -3.0116, 4.7476], [-0.4491, -1.9905, 3.8253], [-1.7534, -1.5197, 4.1093], [2.3106, -2.5347, 4.5839], [2.6884, -4.8975, 5.2309], [0.9536, -5.4413, 5.3522], [1.5203, -4.2539, 6.4254], [1.5377, -3.9445, 3.3983], [-0.0492, -2.5563, 5.7373], [-0.7568, -3.8697, 4.7728], [-1.7277, -0.9149, 5.0157], [-2.3944, -2.3956, 4.2095], [-1.9481, -0.9288, 3.2143], [3.1187, -3.0150, 4.2145], [2.5121, -2.3766, 5.5609], [3.1893, 0.1856, -1.2127], [2.2028, 0.0484, -2.3156], [2.7913, 0.3800, -3.7443], [1.8528, 0.1164, -4.7692], [0.6343, 0.8267, -4.6173], [1.7725, -1.3370, -2.3852], [3.6871, 1.1485, -1.0978], [3.9698, -0.5267, -1.4803], [2.7759, -0.1265, -0.2537], [1.3574, 0.7053, -2.1110], [3.7729, -0.0055, -4.0200], [2.9200, 1.4545, -3.8749], [0.0782, 0.5316, -5.5071], [0.7705, 1.9051, -4.5356], [0.0679, 0.5374, -3.7321], [2.6361, -1.7459, -2.7124], [1.2669, -1.2616, -3.2563], [-3.7191, 3.1886, 1.5535], [-4.9809, 2.6052, 0.9340], [-4.8917, 1.5078, -0.1904], [-6.1903, 1.3624, -0.7672], [-6.2910, 0.4011, -1.8405], [-5.8803, 2.1191, 1.9817], [-3.0529, 3.6088, 0.8000], [-3.1905, 2.4929, 2.2051], [-3.9994, 4.0012, 2.2238], [-5.5618, 3.4186, 0.4994], [-4.5344, 0.5894, 0.2753], [-4.1087, 1.7230, -0.9175], [-7.3275, 0.1344, -2.0470], [-5.9599, -0.5150, -1.3513], [-5.6267, 0.5461, -2.6925], [-6.5608, 1.5419, 1.5085], [-6.4761, 2.8654, 2.3106], [1.3311, -9.3155, -0.8352], [1.2190, -7.9029, -0.8745], [-0.1294, -7.4522, -1.1028], [-0.2301, -5.9406, -1.3026], [0.3425, -5.0850, -0.2602], [-0.3995, -5.2406, 0.9681], [-1.6901, -4.4033, 1.0189], [-1.4184, -3.0605, 0.6142], [-2.7387, -2.3876, 0.7716], [2.3718, -9.6305, -0.7589], [1.0668, -9.7228, -1.8110], [0.7320, -9.6746, 0.0016], [-0.9739, -7.7651, -0.4888], [-0.3444, -7.7063, -2.1407], [-1.2778, -5.7799, -1.5568], [0.3095, -5.7105, -2.2213], [1.2345, -5.5506, -0.1728], [0.2707, -4.8501, 1.7338], [-0.7018, -6.2361, 1.2935], [-2.1463, -4.5149, 2.0025], [-2.3096, -4.8955, 0.2692], [-3.1367, -2.3524, 1.7857], [-3.5673, -2.7464, 0.1611], [-2.6872, -1.3210, 0.5527], [1.6578, 3.9949, -1.6853], [2.2444, 3.7904, -2.9232], [2.2046, 4.9650, -3.7392], [2.7310, 4.6514, -5.1261], [4.1158, 4.3036, -5.1103], [4.8172, 3.9273, -6.3892], [6.3468, 4.0630, -6.2963], [6.6751, 5.4621, -6.5445], [8.0537, 5.8021, -6.5116], [2.0859, 4.8986, -1.2514], [1.9538, 3.2630, -0.9338], [0.5700, 4.0569, -1.7154], [2.7332, 5.8244, -3.3267], [1.1758, 5.3198, -3.8021], [2.5255, 5.5044, -5.7728], [2.2708, 3.7213, -5.4596], [4.6715, 4.9687, -4.5916], [4.6098, 4.7111, -7.1177], [4.4253, 2.9454, -6.6544], [6.9223, 3.4662, -7.0040], [6.6281, 3.8208, -5.2714], [8.2177, 6.8627, -6.7019], [8.5937, 5.1775, -7.2232], [8.4677, 5.7345, -5.5056], [2.1500, 4.1945, 2.9618], [2.9515, 2.9882, 2.5567], [3.2603, 2.2523, 3.7464], [1.9463, 4.8542, 2.1184], [2.6143, 4.7196, 3.7965], [1.1745, 3.8004, 3.2467], [3.8868, 3.3785, 2.1557], [2.3778, 2.3834, 1.8544], [2.5361, 2.3233, 4.3725], [-2.5079, 4.6534, -3.1470], [-2.6842, 5.0059, -1.6908], [-2.3000, 6.3715, -1.4674], [-3.4591, 4.9374, -3.5971], [-2.2817, 3.6024, -3.3270], [-1.7492, 5.2788, -3.6173], [-1.9481, 4.4453, -1.1146], [-3.6935, 4.7479, -1.3702], [-2.9807, 6.8965, -1.8947]],
  "forces_ev_per_a": [[-0.059, 1.130, 0.227], [-0.971, 0.218, -1.029], [1.195, -0.199, -0.009], [0.503, 0.323, -2.166], [1.355, -0.717, 1.888], [-0.348, 0.777, -1.157], [-1.432, 0.519, -0.632], [0.954, -0.966, 0.493], [-2.332, -1.211, 0.367], [0.367, 0.307, 0.280], [-0.308, 0.048, -0.943], [0.576, -0.525, -0.117], [-0.983, 0.424, 1.010], [0.222, 0.223, 0.068], [-0.034, 0.051, -0.275], [-0.036, -0.035, 0.468], [0.242, -0.360, -0.500], [0.283, 0.161, -0.038], [-0.036, 0.091, 0.212], [0.358, -0.435, 0.836], [0.375, -0.162, -0.096], [-0.064, 0.118, -0.228], [-0.159, -0.028, -0.334], [0.316, 0.707, 0.276], [-0.359, -0.108, -0.295], [-0.239, 0.078, -0.347], [0.252, 0.455, 0.287], [-0.105, 0.067, 0.136], [0.142, -0.261, -0.313], [-0.127, -0.322, -0.746], [-0.388, 0.041, 0.373], [0.190, -0.230, -0.163], [-1.012, -1.732, -1.566], [-0.195, 0.204, 0.449], [2.028, 0.117, 0.378], [-2.072, 0.187, 1.265], [0.310, 0.099, -0.070], [0.271, -0.110, 0.474], [0.367, 0.294, 0.102], [-0.699, -0.195, 0.700], [0.921, 0.410, 0.433], [1.083, -0.084, 0.452], [-0.023, -0.847, -0.081], [-0.045, 0.076, -0.410], [0.044, -0.050, -0.459], [0.274, 0.014, -0.459], [-0.198, 0.069, 0.002], [-0.315, 0.353, 0.187], [-0.052, 0.097, 0.290], [0.436, -0.067, 0.229], [0.006, -0.076, 0.046], [-0.431, 0.283, 0.249], [-0.428, -0.350, -0.135], [-0.087, -0.056, 0.114], [0.007, 0.563, -0.232], [0.240, 0.411, 0.297], [-0.021, 0.023, -0.268], [0.030, 0.375, -0.099], [0.379, 0.157, 0.231], [0.131, 0.267, -0.333], [0.119, -0.426, 0.610], [0.449, 1.365, -1.552], [-0.048, -1.831, -1.384], [0.338, 0.368, 2.100], [0.483, -0.330, 0.148], [-0.357, 0.203, -0.027], [-0.128, -0.068, 0.639], [0.119, 0.660, 0.533], [-0.519, -1.338, 0.509], [-1.039, 0.160, 1.473], [1.370, -0.167, -0.919], [-0.403, -1.788, 0.599], [0.560, 0.350, -0.635], [0.647, 1.263, -1.641], [-0.110, -0.478, 0.285], [0.323, -0.444, -0.253], [0.284, 0.362, 0.067], [-1.050, 0.081, -0.230], [0.098, -0.108, 0.251], [-0.541, 0.170, -0.281], [-0.205, 0.042, 0.047], [-0.405, 0.205, -0.028], [-0.696, 0.191, 0.360], [0.800, 0.674, -0.125], [-0.233, 0.469, 0.218], [1.197, -0.287, 0.138], [0.633, 1.327, -0.826], [-0.822, 2.342, 0.483], [-0.138, -0.994, 0.066], [-0.018, -0.409, -0.386], [0.112, 0.573, -0.463], [-0.310, 0.184, -0.155], [0.406, -0.108, 0.434], [-0.098, 0.063, 0.052], [-0.151, -0.103, -0.192], [-0.217, -0.877, 0.286], [0.419, 0.471, 0.881], [-0.266, 0.365, 0.139], [0.279, 0.216, -0.274], [-0.053, -0.328, -0.018], [0.179, -1.095, 0.222], [-1.135, -1.104, -0.349], [0.008, -0.174, -0.111], [-1.068, 0.146, -0.724], [0.209, 0.618, 0.922], [0.123, 0.482, -0.713], [0.705, -1.082, 2.191], [-0.246, -0.909, 0.302], [0.073, -0.090, 0.066], [0.098, -0.305, -0.273], [-0.176, 0.122, -0.096], [0.506, 0.392, -0.771], [-0.291, -0.553, 0.213], [-0.126, 0.482, -0.399], [-0.035, 0.975, -0.354], [0.426, -0.575, -0.313], [-0.337, 0.551, -0.127], [-0.135, -0.473, -0.034], [0.276, 0.394, 0.293], [0.058, 0.350, -0.429], [-0.823, 0.660, 0.798], [0.696, 0.697, -1.683], [0.556, -0.207, -1.104], [-1.147, -1.091, -0.621], [-0.036, 1.423, 1.991], [1.565, -1.397, -1.274], [-3.261, 0.174, 1.196], [0.459, 1.329, -0.145], [0.091, 0.492, 0.572], [-0.739, -0.247, 0.031], [0.007, -0.529, -0.190], [0.597, -0.818, 0.699], [-0.522, -0.875, -0.054], [-0.053, 0.578, 0.335], [0.054, 0.199, -0.009], [0.746, 0.501, 0.540], [-0.005, -0.043, 0.352], [0.239, -0.433, -0.398], [-0.005, 0.425, 0.078], [-0.719, 0.357, -0.027], [0.631, -0.775, 0.404], [0.574, -0.711, -0.460], [0.780, -0.117, -0.397], [0.432, 0.702, 1.122], [0.431, 0.114, -0.911], [-0.321, -0.533, -0.162], [0.196, -0.766, 0.069], [2.366, -0.471, 0.211], [-0.539, 1.463, 0.917], [-0.020, 0.979, 0.659], [-0.465, -0.103, 0.108], [-0.352, -0.294, 0.494], [-0.367, 0.562, 0.105], [-0.023, -0.664, -0.493], [-0.180, 0.117, -0.107], [0.523, -0.121, 0.498], [-0.352, -0.096, -0.213], [-0.406, 0.092, -0.343], [-0.794, 0.301, -0.395], [0.058, 0.204, -0.101], [-0.596, -0.326, -0.683], [0.390, 0.032, -0.399], [-0.274, -0.322, -0.063], [0.388, -0.224, 0.110], [-0.566, -0.038, -0.671], [0.336, 0.078, 0.036], [0.110, -0.715, 0.229], [-1.001, -0.201, -0.459], [0.319, 0.623, 1.334], [0.712, -0.135, -0.856], [0.233, 0.234, -0.015], [-0.038, 0.063, -0.142], [-0.167, 0.312, 0.383], [0.188, -0.656, -0.323], [0.220, -0.149, -0.271], [-0.407, -0.372, -0.041], [-0.680, 0.407, -0.411], [1.735, -0.075, 0.092], [-0.814, -0.403, 0.123], [0.022, -0.336, -0.648], [-0.186, -0.016, 0.006], [0.202, -0.131, 0.181], [-0.221, -0.127, 0.322], [-0.034, 0.239, 0.324], [0.019, 0.382, -0.008]],
  "mulliken_spin": [3.9667, -0.2037, -0.0125, 0.0055, 0.0018, 0.0008, 0.0000, -0.0062, -0.0138, -0.1052, 0.0031, 0.0041, 0.0015, 0.0154, 0.0002, -0.0005, 0.0004, -0.0004, -0.0001, 0.0000, -0.0003, 0.0001, -0.0001, 0.0000, 0.0014, -0.0025, 0.0003, 0.0000, 0.0000, -0.0009, 0.0001, 0.0389, -0.0228, -0.0002, 0.0003, 0.0019, -0.0080, 0.0528, 0.0563, 0.0161, -0.0001, 0.0009, 0.0109, 0.0001, -0.0030, 0.0002, -0.0006, 0.0000, 0.0001, 0.0006, -0.0009, -0.0122, -0.0008, 0.0492, 0.0000, 0.0016, -0.0004, 0.0002, 0.0006, -0.0002, 0.0104, 0.0907, 0.3839, -0.0528, 0.0010, -0.0003, 0.0005, 0.0603, 0.0047, 0.0137, -0.0256, 0.0146, 0.0310, 0.0697, 0.0017, 0.0001, -0.0006, 0.0392, -0.0141, 0.0090, -0.0020, 0.0046, -0.0099, 0.0204, 0.0088, 0.0176, 0.0440, 0.0009, -0.0003, 0.0021, -0.0902, 0.0002, 0.0190, 0.0627, 0.0040, -0.0013, 0.0014, -0.0008, -0.0007, -0.0042, 0.0373, 0.0340, -0.0007, 0.0001, -0.0006, 0.0000, -0.0001, 0.0000, 0.0003, 0.0000, -0.0001, 0.0000, 0.0003, 0.0003, 0.0000, 0.0000, -0.0001, 0.0000, 0.0000, -0.0011, -0.0418, -0.0138, 0.1257, 0.2119, -0.0605, -0.0192, 0.0510, 0.0192, -0.0014, 0.0000, -0.0001, 0.0019, 0.0014, 0.0057, -0.0114, 0.0028, 0.0759, -0.0010, 0.0000, 0.0002, -0.0019, -0.0009, 0.0065, -0.0010, -0.0002, -0.0001, 0.0004, 0.0002, -0.0001, 0.0001, 0.0000, 0.0000, -0.0001, 0.0011, -0.0003, 0.0000, 0.0000, -0.0001, -0.0001, 0.0000, 0.0000, 0.0000, 0.0000, 0.0000, 0.0000, 0.0000, 0.0000, -0.0002, 0.0003, 0.0007, 0.0000, 0.0000, -0.0002, 0.0017, 0.0179, 0.0096, 0.0000, -0.0007, 0.0000, 0.0000, 0.0000, 0.0000, 0.0003, 0.0000, 0.0000]
}

# 2
{
  "formula": "C2H2LiO2Tl",
  "method": "ωB97M-V with the def2-TZVPD basis set",
  "homo_ev": [-6.52, -6.52],
  "total_energy_ev": -11096.7463,
  "e_above_lowest_ev": 0.000,
  "symbols": ["O", "C", "C", "O", "Tl", "Li", "H", "H"],
  "xyz": [[-0.3267, 0.3484, 1.9118], [-1.2173, 0.0695, 1.1165], [-0.9602, -0.1538, -0.2681], [1.1175, 0.0340, -0.3980], [2.5552, -0.2061, -2.1658], [1.5504, 0.4763, 1.2698], [-1.4594, 0.6028, -0.8958], [-1.2595, -1.1710, -0.5703]],
  "forces_ev_per_a": [[-0.606, 0.097, 1.032], [1.970, 0.180, -0.958], [-1.053, -0.144, 0.536], [0.764, -0.178, -1.455], [-1.268, 0.168, 1.368], [-1.038, -0.265, -0.461], [0.629, -0.132, 0.015], [0.602, 0.273, -0.077]],
  "lowdin_charge": [-0.1695, -0.2896, -0.0646, -0.9918, 0.7307, 0.6470, 0.0693, 0.0685]
}

# 3
{
  "formula": "C7H13NO3",
  "method": "ωB97M-V with the def2-TZVPD basis set",
  "homo_ev": -9.32,
  "total_energy_ev": -15091.9727,
  "e_above_lowest_ev": 11.438,
  "symbols": ["C", "C", "C", "C", "C", "C", "C", "H", "H", "H", "H", "H", "H", "H", "H", "H", "H", "H", "H", "H", "N", "O", "O", "O"],
  "xyz": [[-1.0164, -0.0866, 1.4347], [0.0793, -1.0890, 1.1401], [0.7655, -1.2162, -0.3906], [1.8435, -0.3013, -1.1052], [1.1460, 1.2357, -1.4525], [-0.0977, 0.8178, -0.5240], [-1.2657, 1.1608, 0.4776], [-1.8726, -2.1303, 1.2770], [-0.5440, 0.2972, 2.4834], [0.9519, -1.1632, 1.7272], [-0.4266, -2.1285, 0.9117], [0.4509, -2.2286, -0.8474], [2.1528, -0.7054, -1.9448], [2.5807, -0.2320, -0.3509], [0.8461, 1.1490, -2.5731], [1.7968, 2.0644, -1.1651], [0.8175, 2.1196, 0.6583], [-0.1205, -0.4304, -1.9916], [-1.2320, 2.0860, 1.1433], [-2.4763, 0.0780, -0.3247], [-0.4042, -0.5919, -0.9220], [-2.2342, -0.8334, 1.6802], [0.8150, 1.0502, 0.7279], [-2.5558, 1.0781, -0.0695]],
  "forces_ev_per_a": [[0.242, -0.446, 3.745], [1.655, -3.968, -3.552], [-2.945, -0.083, -1.101], [-1.823, 2.519, 4.670], [-1.837, -4.010, -1.485], [1.205, 2.222, 2.192], [-1.485, 0.429, -0.368], [-1.614, 5.457, 1.684], [-1.875, -0.416, -2.125], [0.232, -0.122, 1.778], [0.759, 1.419, 1.525], [2.398, 0.599, 1.143], [1.658, -2.167, -4.044], [1.513, 0.660, 0.132], [0.752, 0.809, 1.708], [-0.447, -0.208, -0.238], [0.250, -3.868, 0.592], [-1.688, -0.984, 2.208], [0.237, -0.988, -1.437], [-1.215, 2.316, 0.283], [-0.441, 3.859, -4.449], [2.139, -4.114, -1.791], [1.337, 3.686, -0.376], [0.995, -2.599, -0.695]],
  "nbo_charge": [0.0335, -0.3489, -0.0705, -0.3980, -0.4153, 0.3670, 0.0779, 0.4285, 0.2060, 0.2245, 0.1716, 0.2211, 0.1956, 0.2239, 0.1956, 0.2329, 0.4821, 0.3519, 0.1996, 0.4892, -0.6665, -0.6985, -0.7952, -0.7081]
}